# 1
Here is 2 unconnected molecules or ions with the total composition C4H4FNO2 at a distorted geometry from OMol25. Energies are from the ωB97M-V functional and the def2-TZVPD basis.

Gap between HOMO and LUMO (spin up / spin down) = 9.0803 / 9.0809 eV
Energy above the lowest of the compared OMol25 structures with the same formula, charge and spin = 170.6 kcal/mol

Last column: natural (NBO) charge in e.
Positions of all 12 atoms, in Å:
1 C -0.657 -1.460 1.265  -0.433
2 C 1.145 2.130 1.126  -0.586
3 C -0.868 -0.258 0.736  0.088
4 C 1.096 0.943 0.681  0.546
5 N -1.860 0.528 0.169  0.434
6 O -2.132 1.585 0.679  -0.351
7 O -2.227 0.160 -0.971  -0.374
8 F 1.882 0.052 0.125  -0.298
9 H -1.470 -2.173 1.589  0.224
10 H 0.345 -1.872 1.540  0.238
11 H 2.013 2.762 1.354  0.249
12 H 0.243 2.437 1.573  0.262

***

# 2
Here is 2 unconnected molecules or ions with the total composition C4H4I2 at a distorted geometry from OMol25. Energies are from the ωB97M-V functional and the def2-TZVPD basis.

Gap between HOMO and LUMO = 8.5658 eV
Energy above the lowest of the compared OMol25 structures with the same formula, charge and spin = 71.7 kcal/mol

Last column: natural (NBO) charge in e.
Positions of all 10 atoms, in Å:
1 C -0.805 0.302 -0.002  -0.241
2 C 1.169 0.881 -0.126  -0.130
3 C -1.793 -0.648 0.274  -0.419
4 C 2.105 -0.021 -0.165  -0.409
5 I -3.849 -0.236 -0.042  0.143
6 I 1.872 -2.117 0.029  0.175
7 H -1.326 1.289 -0.280  0.171
8 H 0.924 1.950 0.041  0.254
9 H -1.488 -1.637 0.506  0.211
10 H 3.190 0.236 -0.235  0.245

***

# 3
Here is a molecular structure, C4H4I2O4 at a distorted geometry from OMol25. Energies are from the ωB97M-V functional and the def2-TZVPD basis.

Gap between HOMO and LUMO = 8.8482 eV

Last column: natural (NBO) charge in e.
Positions of all 14 atoms, in Å:
1 C -1.332 1.315 1.110  -0.674
2 C -1.255 1.042 -0.470  -0.179
3 I -1.721 2.618 -1.934  0.184
4 C -0.864 -0.254 -0.958  0.066
5 I -0.728 -0.655 -3.120  0.180
6 O -0.581 -1.324 -0.006  -0.522
7 C 0.804 -1.655 -0.079  0.943
8 O 1.259 -2.617 -0.756  -0.535
9 O 1.758 -0.898 0.676  -0.268
10 O 3.017 -1.188 0.225  -0.395
11 H -0.958 0.446 1.748  0.247
12 H -2.385 1.578 1.479  0.241
13 H -0.604 2.193 1.313  0.235
14 H 3.590 -0.601 0.773  0.476